101
Properties=species:S:1:pos:R:3 method="wB97M-V/def2-TZVPD" charge=+1 homo_lumo_gap_ev=7.72 largest_force_ev_per_a=1.38
C -2.357 2.245 2.272
C -1.104 1.453 2.616
C -1.153 0.801 4.002
C -2.118 -0.376 4.055
C -1.838 -1.354 5.223
C -1.374 -2.747 4.760
C -2.274 -3.844 5.343
S -2.204 -5.417 4.461
C -0.445 -5.802 4.362
C 0.238 -5.355 3.069
O 1.532 -4.907 3.372
C 1.886 -3.814 2.501
C 3.372 -3.543 2.615
O 3.752 -2.270 2.112
C 2.936 -1.776 1.101
C 2.987 -2.340 -0.174
C 2.124 -1.855 -1.153
C 1.212 -0.816 -0.897
C 0.264 -0.370 -2.015
C -0.827 0.552 -1.484
C -0.478 -1.649 -2.492
C 1.029 0.179 -3.246
C 1.336 1.683 -3.309
C 1.908 2.258 -2.001
C 0.153 2.509 -3.842
C 2.453 1.828 -4.371
C 1.202 -0.247 0.376
C 2.061 -0.731 1.366
C -2.824 -5.032 2.817
P -4.628 -5.348 2.661
O -5.000 -6.666 3.139
O -4.901 -5.204 1.109
O -5.395 -4.123 3.329
H -2.319 2.556 1.229
H -3.268 1.664 2.385
H -2.407 3.163 2.851
H -0.915 0.697 1.855
H -0.248 2.125 2.599
H -1.454 1.581 4.698
H -0.136 0.487 4.238
H -2.130 -0.896 3.097
H -3.114 0.038 4.201
H -1.092 -0.899 5.868
H -2.741 -1.431 5.826
H -0.371 -2.910 5.150
H -1.311 -2.788 3.676
H -1.940 -4.087 6.347
H -3.314 -3.535 5.395
H -0.328 -6.862 4.553
H 0.025 -5.255 5.176
H 0.309 -6.208 2.389
H -0.329 -4.575 2.560
H 1.293 -2.949 2.798
H 1.655 -4.121 1.483
H 3.673 -3.620 3.656
H 3.918 -4.325 2.085
H 3.682 -3.138 -0.381
H 2.168 -2.298 -2.135
H -0.457 1.421 -0.954
H -1.505 0.859 -2.271
H -1.434 -0.015 -0.772
H -0.870 -2.196 -1.637
H -1.317 -1.320 -3.104
H 0.143 -2.267 -3.133
H 0.451 -0.096 -4.129
H 1.979 -0.350 -3.313
H 2.402 1.507 -1.391
H 1.146 2.772 -1.427
H 2.657 3.006 -2.257
H -0.225 1.960 -4.704
H 0.494 3.485 -4.173
H -0.627 2.656 -3.109
H 2.160 1.330 -5.291
H 2.698 2.869 -4.550
H 3.341 1.326 -3.986
H 0.530 0.562 0.601
H 2.039 -0.296 2.356
H -2.308 -5.605 2.055
H -2.629 -3.976 2.619
H -4.547 -4.395 0.715
H -4.822 -3.511 3.804
C 1.675 7.326 -1.023
C 1.983 6.364 0.105
O 0.908 5.421 0.002
C 0.439 5.455 -1.268
O -0.329 4.671 -1.724
O 0.975 6.490 -1.951
H 2.564 7.747 -1.484
H 1.013 8.137 -0.713
H 2.926 5.836 -0.040
H 1.984 6.835 1.085
C -0.094 4.531 -7.092
C -0.002 4.866 -8.567
O 1.410 4.974 -8.766
C 2.032 4.253 -7.802
O 3.191 4.004 -7.783
O 1.143 3.854 -6.857
H -0.934 3.885 -6.849
H -0.134 5.421 -6.462
H -0.386 4.067 -9.202
H -0.495 5.798 -8.828

***

115
Properties=species:S:1:pos:R:3 method="wB97M-V/def2-TZVPD" smiles="C[C@H]1COC(=O)O1.CCOC(=O)OC.CCOC(=O)OC.CCOC(=O)OC.CCOC(=O)OC.COC(=O)OC.O=C1OCCO1.O=C1OCCO1.O=C1OCCO1" charge=0 homo_lumo_gap_ev=10.58 largest_force_ev_per_a=5.19
C -1.589 2.515 2.921
C -0.288 2.952 3.719
O -0.121 4.306 3.354
C -0.893 4.620 2.313
O -0.789 5.750 1.773
O -1.754 3.663 2.095
H -2.372 2.322 3.654
H -1.486 1.654 2.259
H 0.525 2.291 3.418
H -0.544 2.841 4.772
C 3.819 4.280 0.839
C 4.278 2.844 0.572
O 3.035 2.170 0.267
C 1.998 2.923 0.441
O 0.897 2.600 0.102
O 2.414 4.109 0.810
H 4.187 4.819 -0.033
H 4.118 4.825 1.735
H 4.657 2.263 1.412
H 4.976 2.844 -0.265
C -4.403 1.411 0.608
C -3.601 0.251 0.150
O -4.535 -0.572 -0.538
C -5.740 -0.249 -0.031
O -6.810 -0.821 -0.355
O -5.587 0.755 0.782
H -4.591 2.229 -0.087
H -4.031 1.880 1.519
H -3.189 -0.318 0.984
H -2.743 0.528 -0.463
C -0.050 -0.308 -2.217
C 0.520 -1.054 -1.055
C 2.013 -1.046 -0.999
O 2.255 -0.873 0.403
C 1.078 -0.564 0.994
O 0.980 -0.228 2.138
O 0.104 -0.584 0.152
H 0.610 -0.391 -3.081
H 0.044 0.743 -1.946
H -1.062 -0.574 -2.520
H 0.131 -2.072 -1.030
H 2.518 -0.202 -1.469
H 2.437 -1.966 -1.401
C 1.393 -2.594 -6.378
O 1.567 -2.642 -4.973
C 2.516 -3.509 -4.553
O 3.174 -4.364 -5.236
O 2.529 -3.443 -3.239
C 3.002 -4.594 -2.598
H 0.457 -2.058 -6.540
H 1.322 -3.573 -6.852
H 2.271 -2.131 -6.828
H 4.042 -4.640 -2.922
H 2.488 -5.535 -2.793
H 3.046 -4.526 -1.511
C 5.896 0.070 -1.018
C 5.676 0.666 -2.387
O 4.303 0.758 -2.730
C 3.980 1.370 -3.875
O 4.704 1.934 -4.681
O 2.686 1.343 -3.829
C 1.877 1.218 -5.008
H 5.567 0.567 -0.106
H 6.971 0.140 -0.852
H 5.578 -0.967 -0.908
H 6.178 -0.018 -3.070
H 6.213 1.603 -2.536
H 1.745 2.151 -5.555
H 0.891 0.926 -4.647
H 2.153 0.358 -5.618
C -1.794 -1.495 3.681
C -3.315 -1.734 4.049
O -4.087 -0.642 3.516
C -4.454 0.337 4.360
O -3.788 0.632 5.410
O -5.428 1.102 3.851
C -5.951 2.225 4.551
H -1.700 -1.410 2.599
H -1.112 -2.255 4.061
H -1.445 -0.538 4.071
H -3.546 -1.902 5.101
H -3.725 -2.678 3.690
H -5.145 2.929 4.758
H -6.457 2.004 5.490
H -6.738 2.663 3.936
C 0.720 -3.954 1.669
C 0.394 -5.068 2.644
O 0.469 -4.520 3.991
C 1.669 -4.487 4.704
O 2.739 -4.909 4.283
O 1.478 -3.849 5.839
C 2.526 -3.566 6.741
H 1.757 -3.654 1.818
H 0.025 -3.129 1.826
H 0.488 -4.362 0.685
H 1.130 -5.859 2.500
H -0.447 -5.717 2.397
H 3.013 -2.601 6.603
H 3.454 -4.117 6.594
H 2.057 -3.817 7.692
C -4.514 0.445 -4.253
C -4.869 1.767 -3.529
O -3.848 2.088 -2.588
C -2.651 2.626 -2.966
O -2.357 2.832 -4.201
O -1.967 3.084 -1.883
C -0.766 3.815 -2.030
H -3.620 0.515 -4.874
H -5.167 0.201 -5.091
H -4.383 -0.407 -3.586
H -5.870 1.736 -3.099
H -4.871 2.564 -4.272
H -0.991 4.701 -2.622
H -0.088 3.108 -2.508
H -0.470 4.216 -1.061

***

96
Properties=species:S:1:pos:R:3 method="wB97M-V/def2-TZVPD" spin_multiplicity=2 charge=+1 homo_lumo_gap_ev="7.14 / 5.56" largest_force_ev_per_a=9.06 s2=0.769
C 2.320 2.061 -0.936
C 1.260 2.266 1.132
C 3.387 2.853 -0.512
C 2.401 2.877 1.662
C 3.467 3.197 0.832
H 4.140 3.160 -1.241
H 2.428 3.110 2.708
H 4.307 3.773 1.201
N 1.379 1.655 -0.072
P 1.081 0.170 -2.590
P -0.961 0.961 2.549
C 2.181 1.672 -2.403
H 1.693 2.534 -2.907
H 3.174 1.546 -2.879
C -0.931 -1.386 -0.663
O -1.935 -2.074 -0.671
C -0.077 2.398 1.829
H 0.159 3.073 2.688
C -2.189 1.882 3.719
C -0.305 -0.717 3.305
C -0.025 0.521 -4.071
C 2.427 -1.134 -2.935
C -3.568 1.684 3.046
H -3.889 0.625 3.062
H -4.321 2.277 3.600
H -3.551 2.030 1.997
C -2.200 1.385 5.184
H -2.467 0.323 5.316
H -1.223 1.588 5.658
H -2.954 1.985 5.731
C -1.821 3.370 3.798
H -2.678 3.955 4.157
H -0.971 3.511 4.487
H -1.556 3.764 2.813
C -1.520 -1.631 3.474
H -2.001 -1.865 2.518
H -1.215 -2.586 3.923
H -2.281 -1.208 4.138
C 0.706 -1.337 2.344
H 0.283 -1.487 1.341
H 1.612 -0.720 2.234
H 1.026 -2.333 2.705
C 0.390 -0.467 4.642
H -0.318 -0.224 5.437
H 0.911 -1.379 4.962
H 1.139 0.330 4.566
C 1.734 -2.389 -3.524
H 2.510 -3.170 -3.655
H 0.952 -2.783 -2.842
H 1.313 -2.165 -4.529
C 3.094 -1.432 -1.564
H 3.564 -0.510 -1.159
H 2.366 -1.844 -0.836
H 3.898 -2.176 -1.727
C 3.529 -0.641 -3.914
H 4.064 -1.547 -4.257
H 3.108 -0.123 -4.794
H 4.261 0.006 -3.395
C -0.727 1.868 -3.842
H -0.024 2.705 -3.916
H -1.477 2.012 -4.633
H -1.241 1.916 -2.873
C -1.102 -0.586 -4.156
H -1.732 -0.630 -3.253
H -1.754 -0.364 -5.016
H -0.674 -1.584 -4.317
C 0.777 0.608 -5.371
H 1.531 1.404 -5.317
H 1.246 -0.341 -5.658
H 0.067 0.879 -6.166
Cu -0.110 0.300 -0.693
N -1.413 1.605 0.016
C -1.420 2.746 0.602
C -2.412 3.887 0.104
C -2.541 5.026 1.082
C -1.846 4.474 -1.179
C -3.826 3.364 -0.206
H -3.120 4.726 1.961
H -1.548 5.387 1.363
H -3.085 5.846 0.583
H -1.851 3.759 -2.014
H -2.459 5.353 -1.456
H -0.808 4.798 -1.027
H -4.361 4.205 -0.678
H -3.834 2.505 -0.889
H -4.399 3.065 0.678
C -0.414 -5.270 -0.463
C 0.695 -4.254 -0.268
C 2.021 -4.805 0.197
O 0.512 -3.059 -0.487
H 0.012 -6.247 -0.735
H -1.095 -4.912 -1.252
H -0.982 -5.384 0.478
H 2.732 -3.979 0.345
H 1.886 -5.366 1.136
H 2.404 -5.503 -0.567

***

> The lowest charge belongs to which entry?

C32H56O27